Record 1
53
Properties=species:S:1:pos:R:3:forces:R:3 method="wB97M-V/def2-TZVPD" spin_multiplicity=8 max_force_ev_per_a=2.07 s_squared=16.04 de_lowest_ev=0.000 e_homo_ha="-0.2913 / -0.2936"
Gd 0.20124 -0.05029 -0.21368 0.4 0.3 -0.5
O 1.70009 -0.19148 -1.84878 0.9 0.3 -0.8
O -0.15232 -6.56927 -3.51040 -0.2 -1.7 -1.1
O 3.16851 1.07511 -2.80494 -1.0 -0.6 0.7
O -0.40429 -2.25663 -0.72506 -0.4 -1.0 -0.9
N 2.31582 0.98526 -1.95866 0.2 0.2 -0.2
C 0.42771 -7.17873 -4.70647 0.5 -0.1 -0.1
C -0.26255 -4.26200 0.66822 0.0 -0.1 0.2
C -2.43222 -2.97545 0.47219 0.0 0.0 0.1
C -1.32731 -3.99892 -1.64219 0.1 0.4 0.1
C -2.24592 0.35452 -1.26420 0.2 1.0 0.2
C 1.29924 1.13415 1.84293 -0.1 -0.5 0.4
C -1.10639 -7.53349 -2.99843 -0.6 0.2 0.4
C -1.44573 1.95882 0.20124 -0.6 -0.2 -0.7
C -2.29373 0.81127 0.09317 0.0 0.5 -0.6
C -1.36774 1.22249 -1.98826 -0.5 -0.2 0.3
C 1.71632 -1.13627 1.69223 -0.2 0.3 0.4
C 2.25987 0.15917 1.42957 -0.2 -0.3 0.4
C 0.16957 0.43812 2.37431 0.6 -0.3 0.4
C -1.05006 -8.84109 -3.81343 0.8 0.3 0.1
C 0.41691 -0.96302 2.27116 0.7 0.5 0.3
C -0.86281 2.20583 -1.08136 -0.6 -0.2 0.2
C -0.43059 -8.38449 -5.14578 -0.6 0.7 0.4
C -1.15987 -3.42587 -0.21651 -0.1 -0.1 0.2
C -0.46446 -2.83003 -2.10579 0.2 0.6 0.4
H -1.22850 -8.05220 -5.82106 0.2 -0.1 0.0
H -2.35659 -3.94159 -2.00758 0.2 -0.2 0.0
H -2.84488 -0.44789 -1.69082 0.3 0.1 0.1
H 0.51154 -6.42200 -5.49735 -0.1 -0.1 0.3
H 0.55484 -3.08287 -2.40799 -0.3 0.1 -0.2
H -2.21185 -2.33735 1.34166 0.0 -0.2 -0.3
H -0.22006 -1.75798 2.66325 0.2 0.3 -0.2
H -2.11976 -7.10144 -3.07424 0.3 0.0 0.0
H 1.44762 -7.54894 -4.49193 -0.3 0.3 0.2
H 3.26368 0.36862 1.04957 -0.5 -0.1 0.0
H -1.31633 2.57830 1.08555 0.0 -0.3 -0.2
H -0.72423 -5.24771 0.81186 0.1 0.2 0.0
H -2.97527 -3.85905 0.83036 0.0 0.2 -0.1
H 2.22776 -2.09215 1.54917 -0.2 0.4 -0.1
H -0.90215 -7.70152 -1.93023 0.0 0.0 -0.3
H -0.22038 3.04923 -1.34300 -0.1 -0.4 0.1
H -0.86470 -4.96878 -1.82394 -0.3 0.1 0.1
H -1.17661 1.18357 -3.06355 0.1 -0.1 0.5
H -2.02997 -9.30860 -3.92789 0.1 0.1 0.1
H -2.93747 0.40660 0.87844 0.4 0.1 -0.3
H -0.71042 0.88982 2.83747 0.4 -0.2 -0.3
H -3.07866 -2.41981 -0.21733 0.1 -0.1 0.1
H -0.94938 -2.11880 -2.78369 0.3 -0.1 0.1
H 0.14052 -9.17165 -5.64388 0.0 0.2 0.1
H -0.13587 -3.79241 1.65164 0.1 -0.1 -0.2
H 1.44014 2.21770 1.82125 -0.1 -0.5 -0.1
H 0.72049 -4.40134 0.20188 -0.2 0.0 0.1
H -0.37475 -9.55186 -3.32222 -0.2 0.1 -0.1

Record 2
51
Properties=species:S:1:pos:R:3:forces:R:3 method="wB97M-V/def2-TZVPD" spin_multiplicity=2 max_force_ev_per_a=1.01 total_charge=-1 s_squared=0.75 e_homo_ha="-0.1455 / -0.1454"
Hg 1.08922 2.03485 -0.33806 -0.1 -0.1 0.1
Si 2.72989 -1.77239 0.21104 0.8 -0.1 -0.6
N -0.47401 0.83831 1.80964 0.2 -0.1 -0.3
N -1.79720 -0.53791 -0.43346 0.5 0.2 0.3
C -3.21885 -2.74868 -3.68744 0.0 0.0 0.0
C 4.12674 -0.56888 0.67211 -0.4 -0.1 0.1
C -1.78159 0.43188 1.76707 0.1 0.3 0.4
C -2.23325 -3.42985 -0.09403 0.2 -0.1 -0.1
C 3.49163 -3.52566 0.34096 -0.3 0.3 0.1
C -2.51390 -2.67364 -1.37135 -0.1 0.2 0.2
C -1.48711 1.41969 3.75631 0.0 0.1 0.2
C -2.36394 -1.27311 -1.45515 -0.3 -0.2 -0.3
C -2.92608 -3.38318 -2.49289 0.0 0.0 -0.1
C 1.26298 -1.59019 1.28764 0.2 -0.3 0.0
C -3.12105 -1.36675 -3.75259 0.0 -0.1 0.0
C -0.96980 -4.28944 -0.19408 -0.1 0.1 0.0
C 2.28501 -1.51457 -1.61351 -0.1 0.0 0.3
C -2.37899 -0.25056 0.67217 -0.2 -0.1 -0.3
C -1.31175 1.29802 -3.46734 -0.1 0.0 0.0
C -2.61090 0.87736 -2.77611 0.2 0.0 0.0
C -2.70427 -0.62268 -2.66120 -0.1 0.0 0.1
C -2.43683 0.78569 2.96692 -0.2 -0.1 -0.2
C -0.30282 1.41745 2.99879 -0.1 -0.1 -0.1
H 3.15343 -1.26548 -2.22557 0.1 0.0 0.1
H -3.02182 -4.46213 -2.42047 0.0 0.0 0.0
H 0.66503 1.81017 3.28396 0.0 0.1 0.0
H -3.08652 -4.07627 0.13303 0.0 0.1 0.0
H -3.47520 0.59967 3.20396 0.0 0.0 0.0
H 2.80259 -4.27445 -0.05417 -0.1 0.0 0.0
H 5.03305 -0.73701 0.08740 0.0 -0.1 -0.1
H -1.06119 -5.02786 -0.99270 0.0 0.0 0.0
H -3.53026 -3.32073 -4.55302 0.0 0.0 0.0
H -3.37186 -0.84987 -4.67333 0.0 0.0 0.0
H -1.24906 0.87388 -4.47133 0.0 0.0 0.0
H -2.63136 1.32082 -1.78103 -0.1 0.0 0.0
H -0.45990 0.93778 -2.89025 0.1 0.0 0.0
H -0.10813 -3.65677 -0.40470 0.1 0.0 0.0
H -3.43551 -0.52420 0.82572 0.0 0.0 0.0
H 1.56615 -0.69810 -1.70246 0.0 0.0 0.0
H 1.32830 -1.46806 2.35981 -0.1 0.1 0.1
H 3.80871 0.46239 0.50774 0.0 0.0 0.0
H -2.11274 -2.73647 0.73670 -0.1 0.0 0.0
H -0.79000 -4.81517 0.74534 0.1 0.0 0.0
H 4.42752 -3.60924 -0.21569 0.0 0.1 -0.1
H 1.81896 -2.40235 -2.04405 0.0 -0.1 0.0
H 0.26823 -1.75792 0.90576 -0.2 0.2 0.0
H -1.24587 2.38464 -3.54426 0.1 0.0 0.0
H -3.46909 1.25413 -3.34058 0.0 0.0 0.0
H -1.61963 1.84008 4.74256 0.0 0.0 0.0
H 3.69736 -3.78583 1.38125 0.0 0.0 0.0
H 4.38812 -0.66542 1.72811 0.0 0.0 0.0

Record 3
51
Properties=species:S:1:pos:R:3:forces:R:3 method="wB97M-V/def2-TZVPD" spin_multiplicity=3 max_force_ev_per_a=3.55 total_charge=-1 s_squared=2.01 de_lowest_ev=0.296 e_homo_ha="-0.0717 / -0.0929"
Pt 0.52279 -1.65491 2.10658 0.3 -0.9 0.7
I 2.64447 -3.21598 1.81989 1.1 -2.4 0.1
O -0.21776 1.87142 -1.35997 0.4 0.6 -0.6
O -0.14116 -1.54790 -0.79431 -0.9 0.4 -3.3
C 2.19697 0.90243 1.45735 0.6 -0.3 0.9
C -1.44076 -0.77071 1.66496 -1.3 -0.9 0.8
C -1.49725 -2.19904 1.38225 -0.2 -0.1 0.8
C -0.45740 -1.36560 -2.21314 -0.3 0.2 0.5
C -1.30173 -2.90778 2.62690 -0.8 0.5 -0.4
C -1.62005 3.60656 -0.35849 -0.2 0.2 0.1
C -0.17272 3.70483 -2.52731 -0.2 -0.4 0.8
C 0.80209 2.59156 -2.10938 0.0 -0.3 -0.1
C 1.23441 -3.10779 -2.05927 -0.3 -0.2 0.6
C 2.43424 -0.63699 3.18000 -0.4 2.0 -0.5
C -1.18425 2.91072 -1.63952 -0.2 0.4 -0.1
C -1.26065 -1.92461 3.67802 -0.7 0.2 -0.3
C 1.11821 0.00343 3.32204 2.7 2.3 -0.1
C 0.43797 -2.27557 -3.06649 0.4 0.0 0.0
C -1.39990 -0.62702 3.09831 -1.9 -0.5 -0.4
C 0.87527 -2.51974 -0.70492 0.6 0.5 1.0
C -2.39612 2.37584 -2.37726 -0.2 -0.1 0.1
C 3.05575 -0.10147 2.00400 0.0 1.2 1.1
C 1.05219 1.02265 2.26065 0.1 -0.5 0.9
H -2.27113 2.94423 0.23761 0.4 0.2 -0.1
H -2.84248 1.55523 -1.79879 0.1 0.1 -0.1
H 1.71018 -1.96111 -0.24903 -0.1 -0.7 -0.4
H 2.86480 -1.26174 3.95834 -0.1 0.0 -0.5
H 2.31982 -3.06573 -2.15524 -0.1 -0.1 -0.4
H 1.12856 -1.68598 -3.67038 -0.1 0.1 -0.1
H 1.17453 2.01129 -2.95763 0.1 -0.2 0.2
H -1.21318 -3.98727 2.72909 -0.1 0.4 0.1
H 1.64666 2.89050 -1.47386 -0.3 -0.1 -0.1
H -1.53680 0.31668 3.62381 0.4 -0.4 -0.1
H 2.43476 1.54990 0.61268 -0.1 -0.3 0.1
H -2.20386 4.49996 -0.61936 0.0 -0.1 0.0
H 0.91793 -4.14949 -2.04373 0.1 -0.1 -0.3
H -0.77316 3.93952 0.25483 -0.1 -0.3 -0.2
H -0.43710 3.76091 -3.59133 0.2 0.0 0.3
H -0.13541 -2.92180 -3.73918 0.0 0.2 0.1
H -0.32887 -0.30382 -2.47123 0.0 -0.3 0.2
H 0.52439 -3.27108 0.01980 0.4 0.1 -0.5
H -3.14946 3.17870 -2.45480 0.2 -0.3 -0.2
H -2.12727 1.99348 -3.36971 -0.1 0.1 0.2
H 4.08614 -0.27586 1.71167 -0.3 -0.3 -0.2
H -1.51433 -1.62575 -2.39053 0.1 0.1 0.3
H -1.54698 0.02775 0.93865 0.1 -0.2 0.1
H 0.60718 0.04199 4.28419 0.1 -0.1 -0.5
H 0.08597 4.68215 -2.12541 -0.1 0.1 -0.2
H -1.76146 -2.65485 0.44082 0.3 0.1 0.0
H -1.21596 -2.14001 4.74104 0.3 0.0 -0.2
H 0.27193 1.77789 2.16680 0.1 -0.4 -0.2

Record 4
53
Properties=species:S:1:pos:R:3:forces:R:3 method="wB97M-V/def2-TZVPD" spin_multiplicity=5 max_force_ev_per_a=4.97 s_squared=6.05 de_lowest_ev=0.000 e_homo_ha="-0.2010 / -0.2593"
Mn -0.65136 -1.18497 1.18358 0.4 0.9 -2.1
O 1.06017 2.08481 3.48022 0.7 0.5 3.4
O -0.38671 -0.57814 -1.25328 0.0 0.7 -2.2
O 0.66790 0.94623 5.31162 1.6 2.9 -0.6
O 2.41147 2.54395 -1.18090 -1.5 0.7 0.3
N 1.12810 1.91983 4.71034 -2.2 -3.4 -2.8
C 0.34655 2.96954 0.06184 -0.2 0.2 -0.7
C 0.60672 4.18585 -0.86183 0.3 0.0 0.0
C 0.06130 -3.07190 1.89477 1.5 0.4 0.7
C -1.72602 0.60669 1.62154 -1.0 -0.3 0.0
C -0.43369 -0.36949 -3.46673 0.2 0.1 0.7
C 1.95677 3.86364 -1.56970 0.4 0.1 -0.1
C -1.51047 -0.15850 2.81332 -2.1 -0.4 0.2
C -2.16276 -1.43631 2.64013 -1.7 1.8 0.8
C 1.30323 -1.08887 1.99987 -0.1 -1.0 -0.4
C 1.18682 -2.02786 -2.50468 0.3 -0.4 -0.1
C 0.57263 -2.80389 0.57970 1.5 0.5 1.0
C -0.54632 0.51252 -2.23748 -0.3 0.5 0.8
C -2.76959 -1.45757 1.34121 0.3 0.6 0.1
C -1.27891 -2.53689 -2.31335 0.2 -0.2 -0.4
C 1.59519 2.10919 -0.06156 0.8 -0.6 0.2
C -2.48748 -0.19470 0.69824 -0.7 0.6 1.6
C 1.40541 -1.61221 0.66628 0.3 -1.5 0.5
C -0.21042 -1.48004 -2.41051 0.1 -0.4 -0.2
C 0.50713 -2.01263 2.76802 1.5 -1.9 -0.2
H 0.44281 -3.45934 -0.27061 0.1 0.1 0.3
H -0.52984 2.41417 -0.28532 0.1 0.1 0.1
H -0.48990 -3.96598 2.17335 -0.1 0.4 -0.1
H 0.37473 -1.96669 3.84878 -0.3 0.1 -0.5
H -1.34815 -0.44332 -4.06026 0.2 -0.1 0.1
H -1.02878 0.19063 3.72461 0.0 -0.2 -0.4
H 1.31878 -2.85639 -1.81604 0.3 0.0 0.0
H -3.42938 -2.22855 0.94679 0.4 0.1 0.1
H 0.17999 3.26047 1.09987 0.0 0.0 -0.1
H -2.25838 -2.04931 -2.27744 0.1 -0.3 0.2
H 1.86737 3.88298 -2.67653 0.1 0.0 0.6
H -1.22813 -3.17875 -3.19672 -0.1 0.0 0.0
H -2.26537 -2.21398 3.38803 0.3 0.1 -0.2
H -2.89843 0.15496 -0.23791 0.3 -0.2 -0.1
H 0.66599 5.12251 -0.28200 0.1 -0.4 -0.3
H 2.73558 4.58945 -1.26879 -0.3 -0.2 -0.2
H 1.81526 -0.21312 2.38985 -0.2 -0.2 -0.2
H -1.52331 0.99867 -2.15509 0.2 0.1 0.3
H 1.93446 -1.25666 -2.29632 -0.1 -0.1 -0.1
H 0.44177 -0.09470 -4.07816 -0.4 -0.5 0.1
H 1.36356 1.04164 -0.22342 0.1 0.4 0.2
H -1.47314 1.65725 1.51832 0.1 -0.4 -0.1
H 1.36796 -2.40609 -3.51571 -0.1 0.0 0.1
H -0.19066 4.31783 -1.60400 0.1 -0.1 0.2
H 2.18487 2.19567 0.86515 0.0 -0.1 -0.3
H -1.07755 -3.15507 -1.43052 -0.5 0.2 -0.2
H 0.28653 1.20327 -2.10833 -0.2 0.2 -0.1
H 2.11574 -1.26982 -0.08223 -0.7 0.2 0.1